No. 1
The following is a DFT calculation (ωB97M-V/def2-TZVPD) of a structure of composition C52H42KN4OP2S2Si at a distorted geometry.

The geometry in ORCA input format:
```
! wB97M-V def2-TZVPD RIJCOSX def2/J DEFGRID3
* xyz -2 2
K -0.43723 0.32812 0.04394
C 3.65286 -1.66914 -1.38230
Si 2.57227 -0.99796 0.08210
C 2.84033 -2.39921 1.41311
C 3.63413 -3.53107 1.16893
C 3.73998 -4.58059 2.06817
C 3.04878 -4.53493 3.27238
C 2.25076 -3.43687 3.54558
C 2.13414 -2.38881 2.63379
P 1.04765 -0.94230 3.01894
C 2.04541 -0.04472 4.27865
C 3.34709 -0.40112 4.61701
C 4.09219 0.37711 5.49343
C 3.54208 1.51823 6.05765
C 2.24693 1.89124 5.72093
C 1.51709 1.12676 4.82348
C -0.27341 -1.75825 4.01430
C -0.63025 -1.40666 5.31053
C -1.72269 -2.00236 5.93306
C -2.47493 -2.95371 5.26399
C -2.12338 -3.31444 3.96880
C -1.03314 -2.72464 3.35330
C 3.89511 0.30085 0.72997
C 5.08533 -0.08824 1.37044
C 6.06431 0.81469 1.73829
C 5.89829 2.16934 1.45659
C 4.74358 2.58697 0.82651
C 3.74070 1.67675 0.48029
P 2.15603 2.26323 -0.29716
C 2.87560 3.40648 -1.56260
C 2.99138 4.78614 -1.45628
C 3.56189 5.53373 -2.48148
C 4.03144 4.90961 -3.62605
C 3.92282 3.52801 -3.74381
C 3.34457 2.79050 -2.72467
C 1.57742 3.49048 0.95683
C 2.09810 3.59045 2.24460
C 1.57279 4.50425 3.15200
C 0.51827 5.32529 2.78405
C -0.02937 5.20672 1.51250
C 0.48254 4.28616 0.61514
H 4.70048 -1.86702 -1.12225
H 3.65234 -0.92973 -2.18696
H 3.22194 -2.58832 -1.78835
H 4.18475 -3.58866 0.23704
H 4.36165 -5.43806 1.82958
H 3.12109 -5.34899 3.98464
H 1.69894 -3.40017 4.47816
H 3.78996 -1.28901 4.18461
H 5.10998 0.08825 5.72586
H 4.12433 2.12458 6.74158
H 1.80869 2.79222 6.13224
H 0.53342 1.46842 4.52083
H -0.05659 -0.66975 5.85512
H -1.98584 -1.70664 6.94198
H -3.34569 -3.39345 5.73495
H -2.72102 -4.02875 3.41627
H -0.80198 -2.98966 2.32698
H 5.24041 -1.14304 1.57691
H 6.96444 0.47013 2.23796
H 6.66216 2.88831 1.73097
H 4.60801 3.64208 0.61031
H 2.63607 5.29062 -0.56596
H 3.63709 6.60973 -2.37575
H 4.47269 5.49424 -4.42485
H 4.27678 3.02219 -4.63394
H 3.25118 1.71510 -2.83391
H 2.92127 2.95734 2.55192
H 1.99574 4.56305 4.14679
H 0.10859 6.03717 3.49182
H -0.88413 5.80651 1.22481
H 0.00278 4.15306 -0.34757
N -3.80379 -2.99234 0.24856
C -4.32060 -2.34507 1.35118
C -5.44892 -2.55567 2.11074
C -5.65635 -1.71739 3.21750
C -4.73354 -0.72034 3.52149
C -3.59473 -0.51443 2.74641
C -3.37776 -1.32613 1.63266
N -2.33829 -1.33970 0.75393
C -2.60862 -2.35957 -0.10601
C -1.85337 -2.78820 -1.19912
C -2.06837 -3.91037 -2.03034
S -0.84319 -3.96141 -3.25635
C -0.15556 -2.51939 -2.59202
N -0.74265 -2.02033 -1.57126
H -4.26356 -3.68737 -0.30878
H -6.15398 -3.34367 1.86988
H -6.53177 -1.85324 3.83973
H -4.89926 -0.09583 4.39190
H -2.87204 0.25113 3.00117
H -2.77700 -4.70929 -1.90966
H 0.72556 -2.07291 -3.02880
O -1.61906 2.29941 0.60373
N -2.79565 2.22566 0.03337
C -3.87929 2.27127 0.84045
C -5.15577 2.14233 0.36764
C -5.32757 1.96227 -1.00630
C -4.22563 1.94713 -1.81796
C -2.90551 2.10759 -1.33962
S -1.52579 2.16158 -2.35810
H -3.61481 2.37978 1.88018
H -5.97970 2.14256 1.06638
H -6.31438 1.82395 -1.42981
H -4.32026 1.80510 -2.88602
*
```

Properties
energy relative to the best compared isomer or geometry (same formula, charge and spin) = 12.1 kcal/mol
highest occupied orbital energy (spin up / spin down) = 0.53 / -0.94 eV



No. 2
The following is a DFT calculation (ωB97M-V/def2-TZVPD) of the molecule C8H8O at a distorted geometry.

The geometry in ORCA input format:
```
! wB97M-V def2-TZVPD RIJCOSX def2/J DEFGRID3
* xyz 0 1
C 0.01699 2.16719 -1.48823
C -0.06644 0.87522 -0.65067
C -0.52323 -0.23525 -1.34012
C -0.78389 -1.64363 -0.55281
C 0.09467 -1.29833 0.68221
C 0.56432 -1.72943 1.82568
O 0.77581 -0.59885 2.63086
C 0.87530 0.56268 1.90736
C 0.35122 0.26441 0.76633
H 1.03608 2.79209 -1.12751
H -0.19752 1.79268 -2.47063
H -0.85914 2.88577 -1.12037
H -0.75007 -0.31161 -2.35928
H -1.81645 -1.84756 -0.21916
H -0.37714 -2.42938 -1.07455
H 0.76446 -2.76291 2.27712
H 0.89503 1.51691 2.31377
*
```

Properties
energy relative to the best compared isomer or geometry (same formula, charge and spin) = 76.7 kcal/mol
SMILES = CC1=CCc2cocc21
highest occupied orbital energy = -8.32 eV



No. 3
The following is a DFT calculation (ωB97M-V/def2-TZVPD) of a cluster of 10 separate species, C15H50O10 in total at a distorted geometry.

The geometry in ORCA input format:
```
! wB97M-V def2-TZVPD RIJCOSX def2/J DEFGRID3
* xyz 0 1
C -5.53571 -1.41357 -1.58031
C -5.15117 -1.87857 -0.19596
O -3.84183 -1.39022 0.14462
H -5.11326 -2.07150 -2.34366
H -5.17926 -0.41833 -1.85021
H -6.61682 -1.35679 -1.71383
H -5.11281 -2.95913 -0.04773
H -5.88117 -1.43280 0.49100
H -3.75425 -1.26243 1.10367
C 1.25994 2.17452 5.17635
C 0.39822 2.02870 3.92840
O 1.14772 1.36216 2.94091
H 0.79457 2.86231 5.88807
H 2.25977 2.58004 5.00918
H 1.41545 1.18927 5.62062
H 0.08821 3.02950 3.59942
H -0.49176 1.46837 4.24087
H 0.54424 1.05020 2.22887
C 2.14448 4.05509 0.28278
C 1.73588 4.05888 -1.18252
O 2.00659 5.34356 -1.75854
H 1.48716 4.63512 0.93078
H 3.18094 4.38110 0.35521
H 2.01845 3.05870 0.72132
H 0.66770 3.83865 -1.23604
H 2.21860 3.28331 -1.78087
H 2.92425 5.29315 -2.04339
C 4.15607 -4.01321 -1.30363
C 3.63906 -2.87372 -0.44460
O 2.36972 -2.39339 -0.89316
H 3.48009 -4.86630 -1.34188
H 5.09144 -4.36383 -0.84705
H 4.41593 -3.70901 -2.31796
H 4.34997 -2.03972 -0.46765
H 3.41952 -3.15613 0.58858
H 2.50016 -1.97370 -1.75539
C 2.85952 0.96580 -3.58735
C 4.22794 0.70572 -3.02758
O 4.32369 -0.66290 -2.56747
H 2.50717 0.16689 -4.23708
H 2.82901 1.88375 -4.17684
H 2.17230 1.10478 -2.74997
H 4.49720 1.40386 -2.22585
H 5.02896 0.83838 -3.76825
H 5.24543 -0.73512 -2.29541
C -2.41654 -0.98582 3.84027
O -3.40190 -1.48499 2.93677
H -1.48158 -0.91720 3.29247
H -2.66358 0.01338 4.21003
H -2.32158 -1.59462 4.74091
H -4.26550 -1.40281 3.35541
C 0.26909 0.56166 -0.07303
O -0.68453 0.57479 0.97862
H 0.89879 -0.33100 -0.06417
H -0.26136 0.49778 -1.03448
H 0.83578 1.48615 -0.14311
H -1.08039 -0.30697 1.00897
C -0.43857 -3.40714 1.29460
O -1.02505 -2.24441 0.71834
H -1.13422 -4.23349 1.46864
H 0.42863 -3.76425 0.74587
H -0.07383 -3.16825 2.30480
H -1.87881 -2.19571 1.17450
C -1.89784 -2.34774 -2.59853
O -2.19247 -0.97871 -2.27101
H -2.86389 -2.84818 -2.72578
H -1.40566 -2.35142 -3.56652
H -1.31456 -2.81962 -1.81136
H -2.60657 -1.01026 -1.39488
C -2.37564 2.80822 -0.66432
O -2.21077 3.74539 -1.74500
H -2.93815 3.24441 0.16291
H -2.89133 1.87886 -0.90902
H -1.37768 2.62475 -0.26788
H -1.95759 3.16580 -2.47456
*
```

Properties
energy relative to the best compared isomer or geometry (same formula, charge and spin) = 108.1 kcal/mol
SMILES = CCO.CCO.CCO.CCO.CCO.CO.CO.CO.CO.CO
highest occupied orbital energy = -9.61 eV



Please write out number 2 again, unchanged.
The following is a DFT calculation (ωB97M-V/def2-TZVPD) of the molecule C8H8O at a distorted geometry.

The geometry in ORCA input format:
```
! wB97M-V def2-TZVPD RIJCOSX def2/J DEFGRID3
* xyz 0 1
C 0.01699 2.16719 -1.48823
C -0.06644 0.87522 -0.65067
C -0.52323 -0.23525 -1.34012
C -0.78389 -1.64363 -0.55281
C 0.09467 -1.29833 0.68221
C 0.56432 -1.72943 1.82568
O 0.77581 -0.59885 2.63086
C 0.87530 0.56268 1.90736
C 0.35122 0.26441 0.76633
H 1.03608 2.79209 -1.12751
H -0.19752 1.79268 -2.47063
H -0.85914 2.88577 -1.12037
H -0.75007 -0.31161 -2.35928
H -1.81645 -1.84756 -0.21916
H -0.37714 -2.42938 -1.07455
H 0.76446 -2.76291 2.27712
H 0.89503 1.51691 2.31377
*
```

Properties
energy relative to the best compared isomer or geometry (same formula, charge and spin) = 76.7 kcal/mol
SMILES = CC1=CCc2cocc21
highest occupied orbital energy = -8.32 eV